Below is C44H56BN10O7Ru as an isolated structure, with properties calculated with the ωB97M-V functional and the def2-TZVPD basis.

Summary:
* total charge: 0
* energy: -79027.2286 eV
* ΔE to the lowest compared entry with this formula, charge and spin: 0.0000 eV
* orbital gap (spin up / spin down): 8.00 / 6.99 eV
* ⟨S²⟩: 8.7572
* 2S+1: 6

XYZ file:
```
119
Properties=species:S:1:pos:R:3:forces:R:3
Ru -0.63716 -0.67569 -0.00236 -0.07 0.29 -0.40
C 2.55799 -1.80400 -4.42213 0.03 -0.03 -0.01
C 1.89065 -1.78496 -3.05144 0.01 0.05 0.04
C 2.65165 -2.65818 -2.05103 -0.02 -0.03 0.03
C 1.78218 -0.38445 -2.51288 0.04 -0.01 0.04
C 2.29989 0.78381 -3.08551 0.00 -0.03 -0.01
C 2.13825 1.77254 -2.13938 -0.04 0.08 0.04
C 2.54653 3.21163 -2.29907 0.00 -0.03 -0.02
C 1.40816 4.16628 -1.94218 -0.01 0.01 0.02
C 3.87190 3.55291 -1.61081 0.03 -0.01 0.00
N 1.53798 1.21827 -1.05889 -0.01 -0.05 0.05
N 1.30182 -0.10574 -1.30376 0.13 -0.03 -0.09
B 1.62491 1.64920 0.44848 0.03 0.08 -0.02
N 0.30364 2.18448 1.05663 0.01 -0.29 0.09
N -0.82432 1.39762 1.05243 -0.15 0.23 0.01
C -1.70767 1.97892 1.87280 0.04 0.00 0.01
C -1.14626 3.13312 2.41287 0.00 -0.01 0.08
C 0.13229 3.21873 1.91300 0.16 0.03 -0.14
C 1.15122 4.21756 2.40515 -0.04 0.01 0.05
C 1.79395 5.12546 1.36124 0.00 0.01 -0.02
C 2.20116 3.54613 3.29466 0.01 -0.02 0.00
C -3.09084 1.50358 2.20824 -0.02 0.02 -0.08
C -4.04895 1.72043 1.03451 -0.04 -0.06 0.02
C -3.09699 0.09089 2.78482 -0.02 -0.08 0.03
N 2.06517 0.40619 1.24160 -0.08 -0.03 -0.15
N 1.20051 -0.63137 1.43326 0.14 -0.08 0.41
C 1.86879 -1.56897 2.12057 -0.06 -0.02 -0.06
C 3.17847 -1.13558 2.34580 0.04 -0.01 -0.05
C 3.27214 0.10716 1.75070 0.03 0.07 -0.01
C 4.49402 0.95040 1.53129 -0.02 -0.01 -0.01
C 5.49389 0.79461 2.67225 0.02 0.00 -0.01
C 5.12091 0.57615 0.18337 0.00 -0.01 -0.01
C 1.26507 -2.85883 2.59583 -0.01 -0.01 -0.01
C 0.37387 -2.60939 3.81443 -0.04 0.00 0.00
C 2.34245 -3.89399 2.90654 -0.02 0.00 0.05
H 2.57686 -2.82102 -4.81527 0.00 -0.01 0.01
H 3.59026 -1.45213 -4.36343 0.00 0.01 0.01
H 2.02577 -1.17668 -5.13871 -0.02 0.00 0.00
H 0.89438 -2.20073 -3.15900 -0.13 -0.02 -0.06
H 3.66989 -2.28552 -1.91706 0.01 0.01 0.00
H 2.70801 -3.68906 -2.40527 0.00 -0.01 -0.01
H 2.16890 -2.65246 -1.07191 -0.01 0.01 0.00
H 2.76301 0.89824 -4.05032 0.00 0.00 -0.02
H 2.73121 3.31351 -3.37250 0.00 0.03 0.01
H 1.00324 3.95643 -0.95371 0.01 0.01 0.02
H 0.59530 4.06946 -2.66236 -0.02 -0.01 -0.01
H 1.75312 5.20137 -1.95203 0.00 0.01 -0.02
H 3.81025 3.48916 -0.52631 0.00 -0.01 -0.01
H 4.17276 4.56853 -1.87303 -0.01 0.01 0.00
H 4.65799 2.87148 -1.93836 0.00 0.00 -0.01
H 2.44206 2.50463 0.54813 -0.06 0.00 0.00
H -1.60367 3.80036 3.12411 -0.02 0.01 0.00
H 0.55700 4.86699 3.05515 0.02 0.00 -0.01
H 2.49123 4.58498 0.72504 -0.01 0.02 0.00
H 2.35011 5.91592 1.86771 0.01 0.00 0.01
H 1.04572 5.59793 0.72445 -0.01 0.00 0.01
H 2.84977 2.89306 2.71320 -0.01 0.00 0.02
H 1.73150 2.94405 4.07309 -0.02 0.00 0.00
H 2.82429 4.30208 3.77517 0.00 0.02 0.00
H -3.41526 2.16930 3.01337 -0.02 0.01 -0.01
H -3.72115 1.17255 0.15422 0.03 -0.02 -0.04
H -4.10459 2.78006 0.77848 0.01 0.00 0.00
H -5.05493 1.38720 1.29724 -0.01 0.00 0.00
H -2.64638 -0.63580 2.11399 0.04 0.03 -0.03
H -4.12033 -0.23476 2.98327 0.00 0.01 0.01
H -2.54040 0.05798 3.72341 -0.01 0.02 0.00
H 3.95859 -1.66957 2.85809 0.01 -0.01 0.01
H 4.19449 1.99737 1.47207 0.00 0.00 0.03
H 5.89112 -0.22140 2.70794 -0.01 -0.01 0.00
H 5.03464 1.01163 3.63703 -0.01 0.01 0.01
H 6.33613 1.47329 2.53222 0.01 0.00 -0.01
H 5.44071 -0.46768 0.19264 0.01 -0.01 0.01
H 5.99115 1.20151 -0.02464 0.01 0.01 0.00
H 4.40504 0.70037 -0.63184 -0.01 0.00 0.00
H 0.62119 -3.24772 1.81003 0.10 -0.02 0.01
H 0.96002 -2.21980 4.65043 0.01 0.00 0.01
H -0.10417 -3.53851 4.12769 0.00 -0.01 0.00
H -0.41083 -1.88960 3.57922 0.01 0.01 -0.01
H 2.94126 -3.60166 3.77256 0.00 0.01 0.01
H 3.01829 -4.03832 2.06215 0.00 -0.01 -0.02
H 1.87675 -4.85274 3.13607 -0.01 0.00 0.01
C -1.92823 2.54857 -3.10039 0.04 0.04 0.05
C -2.34992 1.81172 -4.18908 -0.01 -0.01 -0.03
C -2.29295 0.43106 -4.12210 -0.02 0.01 -0.02
C -1.83357 -0.17037 -2.96204 0.02 -0.10 0.11
N -1.38163 0.54775 -1.92689 -0.04 0.11 -0.21
C -1.43397 1.87454 -1.99524 0.02 -0.08 -0.05
C -1.83707 -1.65018 -2.80624 0.06 0.11 -0.03
C -2.67389 -2.45775 -3.56322 0.03 -0.02 0.01
C -2.64004 -3.82765 -3.36620 -0.01 -0.01 -0.02
C -1.76655 -4.35553 -2.43068 0.00 0.00 0.00
C -0.97950 -3.48140 -1.70383 0.03 0.07 -0.01
N -1.02013 -2.15989 -1.87997 -0.09 -0.10 -0.05
H -1.97154 3.62843 -3.09534 0.01 0.01 0.00
H -2.72474 2.29998 -5.07845 0.00 0.01 0.00
H -2.61019 -0.17181 -4.95973 0.00 0.00 -0.01
H -1.07102 2.41106 -1.13076 0.00 0.03 0.04
H -3.37210 -2.01873 -4.25958 -0.01 0.00 0.00
H -3.30142 -4.47360 -3.92813 0.00 -0.01 0.00
H -1.71575 -5.41564 -2.22992 0.01 -0.01 -0.02
H -0.31483 -3.84400 -0.93042 -0.01 0.00 0.01
O -1.81574 -4.43696 1.37686 -0.08 -0.12 0.05
C -2.06936 -3.28321 1.09129 0.26 0.11 -0.03
O -1.12259 -2.38414 0.96273 0.00 -0.29 0.35
C -3.47028 -2.83103 0.85406 -0.15 -0.01 0.01
C -4.48445 -3.60831 1.37231 0.05 0.01 -0.03
C -5.80785 -3.26432 1.14797 -0.12 -0.11 0.07
C -6.14416 -2.19086 0.34986 0.03 0.01 -0.11
C -5.13098 -1.44263 -0.20728 -0.29 0.03 -0.12
C -3.75401 -1.66503 0.07848 0.38 -0.08 -0.05
O -2.84956 -0.86470 -0.33872 -0.23 0.21 0.19
N -5.54200 -0.37947 -1.12853 0.32 0.11 0.30
O -4.78076 -0.07125 -2.02730 -0.05 -0.08 -0.17
O -6.62097 0.14691 -0.93879 -0.16 0.00 -0.04
N -6.87641 -4.07412 1.73306 0.17 0.14 -0.02
O -8.02262 -3.79832 1.43515 -0.10 -0.01 -0.01
O -6.55480 -4.96840 2.48980 -0.02 -0.09 0.02
H -4.23466 -4.48753 1.94932 0.00 0.01 0.00
H -7.17729 -1.95229 0.14456 0.01 0.00 0.01
```
Forces are in eV/Å.